Record 1
C4H11NO2 | wB97M-V/def2-TZVPD

Results
- gap between HOMO and LUMO (alpha / beta) (eV) = 10.657 / 7.038
- highest occupied orbital energy (alpha / beta) (eV) = -14.940 / -14.959
- LUMO (alpha / beta) (eV) = -4.3 / -7.9
- calculated total energy (eV) = -9900.78112

Structure (ORCA input):
```
! RIJCOSX wB97M-V def2-TZVPD def2/J DEFGRID3
* xyz 1 2
N -1.261 1.579 -0.766
C -0.663 0.633 0.058
C 0.064 0.967 1.167
C -2.044 -1.503 -0.464
C -0.865 -0.747 -0.505
H -1.460 2.528 -0.524
H -2.151 1.225 -1.152
H 0.822 0.382 1.678
H 0.040 1.916 1.328
H -2.029 -2.587 -0.839
H -3.033 -1.086 -0.066
H 0.098 -1.240 -0.828
H 2.711 0.592 -1.630
H 1.565 1.530 -1.064
O 2.580 1.388 -0.980
H 1.518 -2.510 1.622
H 2.249 -1.398 1.085
O 1.857 -1.669 1.878
*
```

Record 2
C3H3N2O2 | wB97M-V/def2-TZVPD

Results
- gap between HOMO and LUMO (alpha / beta) (eV) = 7.711 / 7.711
- highest occupied orbital energy (alpha / beta) (eV) = -15.099 / -15.099
- LUMO (alpha / beta) (eV) = -7.4 / -7.4
- calculated total energy (eV) = -10222.37009
- structure (SMILES) = O=C=[N+]=CCN=O

Structure (ORCA input):
```
! RIJCOSX wB97M-V def2-TZVPD def2/J DEFGRID3
* xyz 1 1
O 0.297 -3.152 2.655
C -0.120 -2.327 1.952
N -0.750 -1.603 1.249
C -0.672 -0.588 0.315
C 0.500 0.020 -0.135
N 1.682 -1.066 0.014
O 2.343 -1.122 -0.911
H -1.695 -0.581 -0.209
H 0.356 0.395 -1.243
H 1.017 0.679 0.683
*
```

Record 3
C25H26Cl4IrN6O2 | wB97M-V/def2-TZVPD

Results
- gap between HOMO and LUMO (alpha / beta) (eV) = 4.809 / 4.812
- highest occupied orbital energy (alpha / beta) (eV) = -12.838 / -12.839
- LUMO (alpha / beta) (eV) = -8.0 / -8.0
- calculated total energy (eV) = -92276.74787

Structure (ORCA input):
```
! RIJCOSX wB97M-V def2-TZVPD def2/J DEFGRID3
* xyz 2 2
Ir 0.209 -0.101 -0.471
Cl -4.718 -4.149 -2.946
C -3.760 -3.461 -1.705
C -3.023 -2.324 -1.979
C -2.213 -1.723 -1.011
N -1.367 -0.661 -1.354
C -1.469 -0.009 -2.642
O -1.254 -0.613 -3.656
C -1.755 1.443 -2.687
C -1.863 2.219 -3.790
C -2.144 3.570 -3.384
C -2.186 3.609 -2.039
C -1.725 1.792 -0.372
N -1.947 2.303 -1.563
C -2.221 -2.267 0.296
C -2.938 -3.425 0.544
C -3.692 -4.046 -0.440
Cl -4.537 -5.485 -0.071
N -1.593 -1.647 1.425
C -0.334 -1.910 1.881
O 0.117 -1.515 2.931
C 0.486 -2.706 0.894
C 0.957 -3.976 1.144
C 1.566 -4.676 0.110
C 1.677 -4.082 -1.137
C 1.231 -2.784 -1.303
N 0.664 -2.104 -0.293
H -3.049 -1.940 -2.987
H -1.760 1.862 -4.802
H -2.305 4.407 -4.042
H -2.388 4.408 -1.346
H -0.051 1.634 -0.322
H -2.943 -3.832 1.547
H 0.809 -4.415 2.121
H 1.927 -5.683 0.272
H 2.119 -4.603 -1.974
H 1.325 -2.259 -2.244
Cl -1.250 2.426 1.115
C 1.739 4.607 -2.451
Cl 1.355 3.008 -1.996
H 1.550 5.388 -1.736
H 2.154 4.753 -3.433
C -2.402 2.813 2.224
C 0.923 1.537 1.718
N 2.195 1.420 1.814
C 2.895 2.141 2.939
C 2.957 1.263 4.175
C 2.919 0.571 0.929
C 4.392 0.431 1.094
N 2.236 0.012 0.023
H -3.361 3.113 1.842
H -2.043 2.796 3.239
H -2.120 -0.956 1.942
H -0.670 3.690 0.788
H -1.552 0.911 1.151
H 2.304 3.037 3.116
H 3.872 2.450 2.580
H 1.973 1.170 4.632
H 3.636 1.708 4.901
H 3.314 0.258 3.947
H 4.887 1.389 0.930
H 4.779 -0.279 0.367
H 4.643 0.083 2.095
H 2.825 -0.588 -0.548
*
```

Which of these has the lowest calculated total energy? C25H26Cl4IrN6O2

Please write out number 2 again, unchanged.
C3H3N2O2 | wB97M-V/def2-TZVPD

Results
- gap between HOMO and LUMO (alpha / beta) (eV) = 7.711 / 7.711
- highest occupied orbital energy (alpha / beta) (eV) = -15.099 / -15.099
- LUMO (alpha / beta) (eV) = -7.4 / -7.4
- calculated total energy (eV) = -10222.37009
- structure (SMILES) = O=C=[N+]=CCN=O

Structure (ORCA input):
```
! RIJCOSX wB97M-V def2-TZVPD def2/J DEFGRID3
* xyz 1 1
O 0.297 -3.152 2.655
C -0.120 -2.327 1.952
N -0.750 -1.603 1.249
C -0.672 -0.588 0.315
C 0.500 0.020 -0.135
N 1.682 -1.066 0.014
O 2.343 -1.122 -0.911
H -1.695 -0.581 -0.209
H 0.356 0.395 -1.243
H 1.017 0.679 0.683
*
```

What is the calculated total energy in the first record? -9900.78112 eV

Which value of calculated total energy does entry 2 give? -10222.37009 eV